Entry 1:
Here is a molecular structure, C2HFHgO2 at a distorted geometry from the Open Molecules 2025 dataset. Energies are from ωB97M-V/def2-TZVPD.

Calculated values
Max |F|: 9.45 eV/A
Spin multiplicity: 1
Kohn-Sham gap (spin up / spin down): 7.830 / 6.274 eV
Highest occupied orbital energy (spin up / spin down): -10.0 / -8.7 eV

Element x y z (Å)
C (0.316, -0.668, 0.213)
C (0.970, 0.511, 0.190)
O (1.867, 1.116, 0.763)
O (-0.944, -0.710, -0.563)
H (-1.189, 0.288, -0.806)
Hg (-0.846, -2.080, 0.873)
F (-0.173, 1.543, -0.670)

Entry 2:
Here is a molecular structure, C2HFI2O at a distorted geometry from the Open Molecules 2025 dataset. Energies are from ωB97M-V/def2-TZVPD.

Calculated values
Max |F|: 4.08 eV/A
Spin multiplicity: 1
Kohn-Sham gap: 9.008 eV
Highest occupied orbital energy: -9.4 eV

Element x y z (Å)
C (0.260, -1.171, -0.258)
C (-0.033, 0.713, 0.209)
O (0.606, -1.407, -1.349)
F (0.993, 1.001, 1.025)
I (0.044, 1.917, -1.535)
I (-1.873, 0.753, 1.323)
H (0.002, -1.804, 0.586)

Entry 3:
Here is 2 unconnected molecules or ions with the total composition C2HFIN at a distorted geometry from the Open Molecules 2025 dataset. Energies are from ωB97M-V/def2-TZVPD.

Calculated values
Max |F|: 5.79 eV/A
Spin multiplicity: 1
Kohn-Sham gap: 9.376 eV
Highest occupied orbital energy: -10.5 eV

Element x y z (Å)
C (0.063, 2.118, 0.146)
C (0.590, 0.040, 0.552)
N (-0.263, 3.194, -0.008)
F (0.368, -0.120, 1.814)
I (2.620, 0.098, -0.057)
H (-0.134, -0.471, -0.180)

Entry 4:
Here is a molecular structure, C2HFLiO2 at a distorted geometry from the Open Molecules 2025 dataset. Energies are from ωB97M-V/def2-TZVPD.

Calculated values
Max |F|: 5.76 eV/A
Spin multiplicity: 1
Total charge: +1
Kohn-Sham gap (spin up / spin down): 7.978 / 8.031 eV
Highest occupied orbital energy (spin up / spin down): -13.8 / -13.6 eV

Element x y z (Å)
H (-1.610, -0.486, 0.974)
Li (2.354, -1.181, -0.791)
C (-1.055, 0.190, -0.393)
C (0.319, 0.570, -0.001)
O (1.304, -0.110, -0.052)
O (-1.702, -0.829, -0.076)
F (0.390, 1.847, 0.338)

Entry 5:
Here is a single C2HFN2O2 molecule from the Open Molecules 2025 dataset. Energies are from ωB97M-V/def2-TZVPD.

Calculated values
Max |F|: 0.96 eV/A
Spin multiplicity: 1
Kohn-Sham gap: 11.227 eV
Highest occupied orbital energy: -10.7 eV
SMILES string: O=c1nc(F)o[nH]1

Element x y z (Å)
C (0.964, -0.205, 0.005)
C (-1.145, -0.238, -0.019)
H (-1.121, 1.784, 0.501)
N (0.007, -1.034, -0.044)
N (-0.705, 1.116, -0.152)
O (-2.299, -0.557, 0.057)
O (0.680, 1.109, 0.035)
F (2.227, -0.457, 0.025)

Entry 6:
Here is a single C2HFN2O2 molecule at a distorted geometry from the Open Molecules 2025 dataset. Energies are from ωB97M-V/def2-TZVPD.

Calculated values
Max |F|: 3.28 eV/A
Spin multiplicity: 1
Kohn-Sham gap: 11.681 eV
Highest occupied orbital energy: -12.3 eV
SMILES string: N#C[C@@H](F)[N+](=O)[O-]

Element x y z (Å)
C (0.009, 1.624, -0.469)
C (-0.381, 0.459, 0.313)
N (0.358, 2.490, -1.122)
N (-1.739, -0.027, -0.180)
O (-1.708, -0.741, -1.144)
O (-2.690, 0.372, 0.420)
F (-0.447, 0.690, 1.632)
H (0.450, -0.382, 0.056)

> Which of these has the lowest max |F|?

number 5